# C29H57BrN3O4

A 2-piece molecular cluster, C29H57BrN3O4 overall at a distorted geometry (the ωB97M-V functional and the def2-TZVPD basis, the Open Molecules 2025 dataset).

Summary:
**Charge**: +1
**Highest occupied orbital energy**: -10.858 eV
**LUMO**: -3.3 eV
**Gap between HOMO and LUMO**: 7.5870 eV

Last column: Löwdin charge in e.
Element x y z (Å)
C1 -2.415 0.362 5.410  -0.112
N1 -1.421 -0.415 4.612  -0.120
C2 -1.574 -0.159 3.169  -0.176
C3 -0.944 -1.298 2.254  -0.293
C4 -1.330 -0.848 0.779  -0.116
C5 -0.686 -1.720 -0.365  -0.174
C6 -0.171 -0.737 -1.497  -0.202
C7 -0.286 -1.408 -2.939  -0.199
C8 0.370 -0.447 -4.022  -0.190
C9 -0.572 -0.419 -5.291  -0.206
C10 -0.575 1.054 -5.893  -0.205
C11 -0.641 1.016 -7.468  -0.204
C12 0.677 0.405 -8.082  -0.175
C13 1.789 1.488 -8.354  -0.237
O1 3.040 0.789 -8.441  -0.214
C14 4.008 1.548 -9.182  -0.109
C15 0.614 -1.226 2.536  -0.225
C16 1.360 -0.155 1.647  -0.147
C17 2.739 0.237 2.294  -0.139
C18 2.597 1.095 3.606  -0.226
O2 3.837 1.749 3.869  -0.204
C19 4.774 0.873 4.496  -0.112
C20 1.371 -2.604 2.333  -0.130
C21 0.603 -3.856 2.926  -0.188
C22 -0.742 -3.379 3.624  -0.592
Br1 -1.606 -5.001 4.324  0.791
N2 -1.540 -2.669 2.576  -0.069
N3 -2.898 -2.463 2.928  0.098
C23 -3.764 -3.188 2.257  -0.273
C24 -3.926 -3.263 0.711  -0.015
C25 -4.801 -4.025 3.093  -0.038
H1 -3.428 -0.093 5.389  0.084
H2 -2.412 1.442 5.093  0.084
H3 -2.010 0.369 6.456  0.089
H4 -0.528 -0.009 4.895  0.091
H5 -0.955 0.754 2.926  0.132
H6 -2.613 0.105 2.855  0.129
H7 -2.454 -0.841 0.764  0.109
H8 -1.043 0.218 0.602  0.117
H9 0.086 -2.448 -0.029  0.101
H10 -1.493 -2.326 -0.865  0.097
H11 -0.853 0.157 -1.548  0.122
H12 0.856 -0.348 -1.312  0.106
H13 0.262 -2.376 -2.869  0.111
H14 -1.380 -1.538 -3.119  0.101
H15 0.528 0.587 -3.633  0.103
H16 1.359 -0.914 -4.269  0.117
H17 -0.181 -1.172 -6.017  0.103
H18 -1.635 -0.671 -5.069  0.101
H19 0.382 1.530 -5.574  0.097
H20 -1.442 1.604 -5.444  0.111
H21 -0.862 2.040 -7.853  0.109
H22 -1.474 0.332 -7.773  0.108
H23 1.147 -0.374 -7.438  0.103
H24 0.373 -0.094 -9.038  0.116
H25 1.804 2.223 -7.505  0.127
H26 1.522 1.986 -9.316  0.122
H27 4.349 0.927 -10.054  0.093
H28 4.910 1.699 -8.538  0.088
H29 3.591 2.529 -9.502  0.085
H30 0.826 -0.936 3.600  0.122
H31 1.574 -0.621 0.656  0.100
H32 0.752 0.793 1.522  0.091
H33 3.334 0.824 1.558  0.132
H34 3.337 -0.677 2.539  0.100
H35 1.811 1.876 3.524  0.102
H36 2.351 0.416 4.471  0.113
H37 4.332 0.399 5.410  0.093
H38 5.629 1.498 4.857  0.099
H39 5.164 0.113 3.772  0.091
H40 1.720 -2.757 1.278  0.117
H41 2.316 -2.513 2.929  0.115
H42 1.216 -4.268 3.767  0.117
H43 0.433 -4.686 2.203  0.111
H44 -0.479 -2.743 4.491  0.107
H45 -1.413 -3.237 1.717  0.164
H46 -4.795 -3.892 0.395  0.091
H47 -4.098 -2.253 0.273  0.095
H48 -3.019 -3.759 0.266  0.087
H49 -5.684 -4.206 2.423  0.079
H50 -4.398 -5.032 3.340  0.061
H51 -5.190 -3.463 3.971  0.095
O3 0.831 2.926 1.600  0.094
C26 0.392 3.990 1.947  -0.465
O4 -0.556 4.666 1.259  0.039
C27 -0.779 5.946 1.875  -0.150
C28 -0.299 5.788 3.303  -0.155
C29 0.831 4.784 3.152  -0.073
H52 -0.209 6.699 1.325  0.132
H53 -1.837 6.197 1.822  0.128
H54 0.004 6.728 3.761  0.122
H55 -1.095 5.356 3.916  0.120
H56 1.783 5.270 2.929  0.142
H57 0.924 4.145 4.028  0.123

Atomic forces in eV per Å
0.8963 0.2748 0.5254
-0.7278 0.5757 0.0646
0.9025 0.2467 -0.3474
0.9592 3.1597 -0.0597
0.0635 -1.0331 0.6261
-0.9879 0.8978 -0.9065
-0.6072 -0.6308 -0.8097
0.9686 1.3134 1.4339
-1.1922 -1.5568 0.0467
0.7497 1.0996 -0.1134
0.1637 -1.0355 -0.5797
0.2434 -0.5392 0.7438
-0.0967 0.7067 -0.3487
-0.9885 -1.1812 0.3728
-0.4909 1.1540 -0.5636
0.7397 -0.5452 0.1351
0.8549 -0.7354 -0.6532
0.1345 0.1857 0.5397
-0.5123 0.1203 0.1621
0.3168 -0.6154 -0.4104
-0.3006 -0.5071 0.5850
0.5554 0.3528 0.2541
0.4341 -0.0129 0.6011
-0.0686 0.8493 0.8072
1.8675 -1.3559 0.0756
0.0710 0.8070 -0.3613
0.4313 1.8791 -1.5046
-1.1218 -3.2501 0.7700
-1.0642 -0.2142 0.4094
0.7617 -1.0921 0.1525
-1.2962 1.5448 -1.5403
0.7250 0.3621 -0.1090
-0.4224 -0.8529 0.1337
-0.7063 -0.1241 -0.7639
-0.1876 -0.3218 -0.1884
-0.6177 -0.7617 -0.2018
0.6530 -0.5594 0.5368
0.9235 -0.1749 -0.2832
-0.0901 -0.9644 0.5981
-0.3695 0.6832 -0.1229
0.6794 0.3897 0.5235
0.6090 -0.7129 0.3017
-0.6700 -0.3927 -0.0797
-0.6564 0.4603 -0.3955
0.9234 -0.2194 -0.0430
-0.1794 -0.8482 -0.1237
-0.7270 0.7965 -0.0073
-0.4841 0.6706 0.3912
0.8559 -0.0382 0.0958
-0.7417 -0.0532 -0.3021
0.8201 -0.2652 -0.4320
0.2546 -0.7596 0.0409
0.4477 0.7365 0.2830
-0.5293 0.5509 -0.3013
0.6105 0.3958 0.6858
0.0526 -0.3933 -0.7525
0.4043 -0.0706 0.6668
-0.4277 0.7297 0.5537
-0.7224 0.1030 -0.4597
0.4426 -0.6867 0.0902
-0.6788 -0.3355 -0.8472
-0.3417 0.5251 0.6435
0.8192 -1.2519 0.0487
-0.4759 -0.2834 0.5405
-0.4411 0.6747 -0.2956
0.5672 -0.5309 -0.1697
0.0819 0.5615 -0.5449
0.2316 0.1183 -0.7894
-0.6859 -0.4807 -0.4772
-0.3135 0.4236 0.6889
-0.6115 0.0946 0.8414
-0.7739 -0.0998 -0.6373
-0.6116 0.1332 -0.8135
-0.0797 0.6674 0.3954
-0.8593 -0.0804 -0.7390
-0.2625 0.1673 0.2179
0.7686 0.4402 0.6069
0.4595 -0.6535 0.5032
-0.7250 0.7003 0.0371
0.6832 0.0905 0.7121
0.1520 0.9727 -0.0197
0.6727 -0.5672 -0.3171
-0.4653 0.1650 -0.2025
0.3960 -0.0322 -0.1418
0.1768 -0.3778 0.1092
-0.2144 0.4582 0.0282
0.0062 0.1750 0.3749
-0.3926 0.1920 0.2484
-0.0022 -0.0755 -0.0051
0.0523 -0.1581 -0.2007
-0.0384 -0.0167 -0.0863
0.0206 0.0595 -0.0418
0.0509 -0.1557 0.0337
0.3054 -0.0609 -0.1426